Record 1
Entry from the Open Molecules 2025 dataset: a cluster of 2 separate species, CH4FOP in total (ωB97M-V with the def2-TZVPD basis set).

```
! RIJCOSX wB97M-V def2-TZVPD def2/J DEFGRID3
* xyz 0 1
C -0.633 -0.027 -0.093
O -0.952 0.245 1.129
F -0.384 1.782 -1.091
P 1.043 -0.278 -0.748
H -1.481 -0.230 -0.736
H -0.182 0.426 1.695
H 0.960 -1.680 -0.690
H 1.630 -0.238 0.534
*
```

energy relative to the best compared isomer or geometry (same formula, charge and spin)	85.3	kcal per mole
F_max	0.05278	hartree/bohr

Need the natural (NBO) charges? In units of e they are:
1. C 0.2157
2. O -0.5895
3. F -0.6850
4. P 0.4355
5. H 0.2178
6. H 0.5053
7. H -0.0449
8. H -0.0549

Record 2
Entry from the Open Molecules 2025 dataset: an isolated molecule of C3H3FN2S (ωB97M-V with the def2-TZVPD basis set).

```
! RIJCOSX wB97M-V def2-TZVPD def2/J DEFGRID3
* xyz 0 1
F 3.246 -0.647 -1.188
S 2.535 -1.194 0.190
C 0.644 -0.320 -0.082
C 0.060 0.399 0.914
N -1.219 0.594 0.472
C -1.319 -0.028 -0.730
N -0.203 -0.604 -1.082
H 0.432 0.782 1.839
H -1.953 1.074 0.968
H -2.224 -0.056 -1.301
*
```

energy relative to the best compared isomer or geometry (same formula, charge and spin)	37.0	kcal per mole
structure (SMILES)	FSc1c[nH]cn1
F_max	0.08077	hartree/bohr

Atomic partial charges in e from the natural (NBO) method, atoms 1 to 8:
1. F -0.4813
2. S 0.5308
3. C 0.0467
4. C -0.1450
5. N -0.5126
6. C 0.1688
7. N -0.4646
8. H 0.2324

Record 3
Entry from the Open Molecules 2025 dataset: the ion C5H13N2O with charge +1 (ωB97M-V with the def2-TZVPD basis set).

```
! RIJCOSX wB97M-V def2-TZVPD def2/J DEFGRID3
* xyz 1 1
C 0.430 -1.689 -2.012
N 0.009 -0.341 -1.464
C -0.095 -0.152 -0.160
O -0.214 -1.261 0.554
C 0.477 -1.772 1.693
N -0.137 1.128 0.356
C -1.045 1.460 1.467
C 0.060 2.250 -0.603
H 1.585 -1.739 -2.065
H 0.364 -2.472 -1.307
H 0.072 -1.925 -3.024
H 0.098 0.418 -2.012
H 1.457 -2.233 1.416
H 0.020 -2.717 1.892
H 0.603 -0.904 2.336
H -0.463 1.768 2.391
H -1.584 0.524 1.688
H -1.842 2.092 1.088
H -0.860 2.287 -1.320
H 1.065 2.079 -0.983
H 0.002 3.197 0.069
*
```

energy relative to the best compared isomer or geometry (same formula, charge and spin)	64.8	kcal per mole
structure (SMILES)	CNC(OC)=[N+](C)C
F_max	0.09893	hartree/bohr

Atomic partial charges in e from the natural (NBO) method, atoms 1 to 8:
1. C -0.4403
2. N -0.5224
3. C 0.8300
4. O -0.5021
5. C -0.2561
6. N -0.4006
7. C -0.4303
8. C -0.4493

Record 4
Entry from the Open Molecules 2025 dataset: the ion CH2N3O6P with charge -2 (ωB97M-V with the def2-TZVPD basis set).

```
! RIJCOSX wB97M-V def2-TZVPD def2/J DEFGRID3
* xyz -2 1
N 1.790 -0.283 0.113
C 0.752 -0.975 -0.537
O 0.828 -1.984 -1.229
N -0.449 -0.509 -0.065
N -1.466 -1.119 0.371
O -1.281 -2.291 0.852
O -2.550 -0.588 0.403
P -0.429 1.589 -0.001
O -1.859 1.914 -0.143
O 0.232 1.527 1.385
O 0.489 1.977 -1.137
H 1.396 0.656 0.419
H 2.548 0.086 -0.432
*
```

energy relative to the best compared isomer or geometry (same formula, charge and spin)	17.3	kcal per mole
structure (SMILES)	NC(=O)N([N+](=O)[O-])P(=O)([O-])[O-]
F_max	0.09179	hartree/bohr

Atomic partial charges in e from the natural (NBO) method, atoms 1 to 8:
1. N -0.8726
2. C 0.7988
3. O -0.6602
4. N -0.5269
5. N 0.6340
6. O -0.5810
7. O -0.4306
8. P 2.4192